DFT (the ωB97M-V functional and the def2-TZVPD basis) results for a structure of composition C30H45F5P2SY.

Last column: Löwdin charge in e.
Cartesian coordinates (Å):
Y -1.59570 0.91148 -0.77895  1.45
C -0.21591 -1.75021 -2.26214  -0.21
C -1.02988 -0.72542 -2.83661  -0.32
C 1.00326 0.19673 -2.24163  -0.23
C 1.03903 -1.18563 -1.94538  -0.19
C -0.25395 0.49155 -2.86237  -0.36
C -0.55502 -3.18783 -2.15451  -0.03
H -1.63917 -3.35936 -2.15770  0.08
H -0.15641 -3.62639 -1.22593  0.07
H -0.12910 -3.76885 -2.98955  0.11
C 2.24225 -1.92344 -1.50467  -0.03
H 2.08392 -3.00783 -1.50898  0.08
H 2.52766 -1.62451 -0.48578  0.02
H 3.10145 -1.70143 -2.15454  0.10
C 2.16029 1.10975 -2.14328  -0.03
H 2.93338 0.84918 -2.88951  0.11
H 2.62555 1.04189 -1.15300  0.04
H 1.86810 2.15447 -2.30733  0.07
C -0.70047 1.79878 -3.42704  -0.05
H -1.05982 1.66115 -4.45738  0.11
H 0.12419 2.52438 -3.45493  0.09
H -1.54167 2.29466 -2.87316  0.05
C -2.30023 -0.95823 -3.56003  -0.05
H -2.12613 -1.48430 -4.51584  0.11
H -2.81369 -0.02002 -3.80404  0.07
H -2.99203 -1.58531 -2.98139  0.06
C -2.49335 -0.13942 1.07829  -0.21
C -2.80532 -0.93068 -0.02261  -0.20
C -4.21994 -1.04639 -0.55974  -0.13
C -4.73041 0.13595 -1.45741  -0.14
C -3.76842 1.30598 -1.58227  -0.19
C -3.55228 2.14241 -0.49065  -0.19
C -4.19655 1.86017 0.86222  -0.14
C -3.53537 0.74665 1.74064  -0.14
H -4.93068 -1.16053 0.27818  0.13
H -5.69986 0.46972 -1.04323  0.13
H -4.30527 -1.98566 -1.13572  0.12
H -4.34938 0.11687 2.14268  0.14
H -1.58778 -0.34869 1.67211  0.11
H -2.10890 -1.73654 -0.31094  0.11
H -3.07741 1.23406 2.61885  0.11
H -4.19850 2.80660 1.43367  0.12
H -3.17676 3.17035 -0.63101  0.13
H -5.26543 1.60518 0.74281  0.13
H -4.97914 -0.26252 -2.45670  0.12
H -3.60112 1.66685 -2.60899  0.13
P 0.24517 -2.74073 2.10337  0.74
C 1.68548 -3.86280 1.84727  -0.30
H 1.69608 -4.62440 2.64046  0.05
H 2.62149 -3.28968 1.86435  0.01
H 1.58338 -4.34857 0.86915  0.03
C 0.71493 -2.15793 3.78612  -0.32
H 0.77670 -3.02653 4.45676  0.04
H -0.05490 -1.46355 4.14841  0.02
H 1.67567 -1.62617 3.73539  0.00
C -1.00368 -4.01114 2.57690  -0.33
H -1.94176 -3.49838 2.82709  0.02
H -0.65281 -4.59121 3.44398  0.04
H -1.18522 -4.68225 1.72638  0.03
P -0.18268 3.04170 1.06649  0.78
C -0.27896 4.59972 0.10174  -0.28
H -0.45947 5.43306 0.79416  0.05
H -1.08233 4.56040 -0.64912  0.02
H 0.67721 4.74074 -0.42068  0.05
C -1.19353 3.45791 2.54106  -0.28
H -2.25225 3.54528 2.26763  0.02
H -0.84429 4.40532 2.97755  0.06
H -1.09221 2.65548 3.28441  0.05
C 1.48600 3.24559 1.79638  -0.29
H 1.52325 4.08050 2.51380  0.06
H 2.22580 3.41656 1.00440  0.04
H 1.76583 2.30637 2.29680  -0.02
F 8.30057 -0.02894 -0.00149  0.10
C 6.99924 -0.03180 0.34168  -0.14
C 6.44959 -1.14724 0.97795  -0.14
F 7.22096 -2.22048 1.25625  0.10
C 5.11568 -1.13305 1.35014  -0.23
F 4.61600 -2.21009 2.00731  0.04
C 4.25719 -0.03370 1.09683  -0.62
S 2.61940 -0.07861 1.50849  0.59
C 4.87206 1.07856 0.46223  -0.23
F 4.12782 2.19381 0.21584  0.02
C 6.20691 1.08967 0.08915  -0.14
F 6.74363 2.18094 -0.49910  0.10

Values from the calculation:
HOMO energy (spin up / spin down)   -8.40 / -8.39 eV
Total charge   +1
Calculated total energy   -75872.501 eV

=====

DFT (the ωB97M-V functional and the def2-TZVPD basis) results for a cluster of 6 separate species, C30H45FIN3O17S3 in total.

Last column: Löwdin charge in e.
Cartesian coordinates (Å):
C -0.00365 -6.26540 3.10282  -0.17
C -0.22041 -4.71009 2.86433  -0.68
I -2.30306 -4.51157 2.22439  1.04
C 0.70890 -4.12313 1.74563  -0.28
N 0.36458 -2.70584 1.44244  -0.25
C 1.29393 -1.71424 2.07412  -0.18
C 0.56787 -0.56410 2.90227  -0.20
C -0.51460 -1.11231 3.92377  -0.44
S -1.99020 -0.02561 4.18791  0.83
C -3.08257 -0.40889 2.74493  -0.95
S -2.84564 0.50827 1.37915  0.71
N -4.05341 -1.45228 2.79404  -0.17
C -4.70404 -1.86611 1.63512  -0.13
C -5.56383 -2.94861 2.05402  -0.14
N -5.40116 -3.10388 3.44878  0.02
C -4.50808 -2.20463 3.89430  -0.17
S 0.14085 -2.43493 -0.21141  0.67
O 1.09867 -3.10561 -1.07351  -0.29
O -1.21813 -2.83058 -0.51311  -0.32
F 0.21624 -0.84070 -0.57251  -0.17
H -0.83169 -6.56520 3.80418  0.06
H -0.21400 -6.78589 2.13327  0.07
H 0.99596 -6.50364 3.54028  0.08
H -0.11540 -4.12760 3.81815  0.08
H 0.52682 -4.72083 0.80855  0.12
H 1.79768 -4.26649 1.98862  0.14
H 2.10104 -2.21878 2.66894  0.13
H 1.82307 -1.18646 1.23034  0.11
H 1.38922 -0.06287 3.49052  0.12
H 0.18679 0.17257 2.16100  0.06
H -0.88673 -2.11437 3.59883  0.02
H -0.00119 -1.26836 4.91122  0.09
H -4.63195 -1.50536 0.59578  0.10
H -6.20672 -3.52189 1.35909  0.10
H -4.16397 -2.11503 4.94031  0.12
C 2.06861 4.76079 -1.02368  -0.01
C 1.87364 3.48850 -0.23515  -0.32
C 0.83599 2.56289 -0.80207  -0.09
O 0.41767 1.83397 0.35627  0.01
C 0.61850 2.66247 1.42573  -0.54
O 0.21188 2.44946 2.52563  0.14
O 1.33711 3.75766 1.06587  0.09
H 2.57244 5.51634 -0.41715  0.10
H 2.66144 4.57059 -1.92168  0.05
H 1.11089 5.18978 -1.32928  0.08
H 2.83501 2.98147 -0.09919  0.16
H 1.23845 1.89004 -1.55898  0.14
H -0.03653 3.07963 -1.21210  0.14
C 6.61775 6.53211 -3.72349  -0.02
C 5.63543 5.65026 -4.45995  -0.33
C 4.62749 6.39718 -5.28381  -0.10
O 3.53633 5.47443 -5.33046  0.07
C 3.61325 4.72706 -4.19841  -0.55
O 2.75719 3.98453 -3.82329  0.13
O 4.78732 4.94206 -3.54810  0.09
H 7.09774 5.97934 -2.91415  0.09
H 7.38698 6.90617 -4.40084  0.09
H 6.11622 7.38863 -3.26738  0.09
H 6.17538 4.90826 -5.05748  0.16
H 4.98463 6.62645 -6.28760  0.14
H 4.27267 7.31829 -4.81223  0.13
C 2.47864 -2.10767 -4.07386  -0.02
C 2.68957 -3.46897 -4.69334  -0.33
C 3.47439 -4.42278 -3.83957  -0.10
O 4.04015 -5.30152 -4.81523  0.06
C 4.16273 -4.57853 -5.96544  -0.55
O 4.76153 -4.94196 -6.92694  0.16
O 3.51302 -3.38677 -5.86217  0.08
H 2.20139 -1.37678 -4.83587  0.09
H 1.69475 -2.14414 -3.31677  0.06
H 3.39331 -1.73997 -3.60243  0.09
H 1.72721 -3.89566 -4.99441  0.16
H 2.85108 -4.97384 -3.13586  0.14
H 4.29418 -3.94677 -3.29345  0.14
C -2.34117 6.60887 -2.76754  -0.02
C -1.35775 7.64251 -3.26796  -0.34
C -1.00163 7.50846 -4.72122  -0.10
O 0.29361 8.11100 -4.76802  0.07
C 0.84470 7.94201 -3.53375  -0.54
O 1.98532 8.16027 -3.27091  0.16
O -0.07879 7.48609 -2.64551  0.08
H -2.31358 6.54877 -1.67820  0.09
H -3.35653 6.85444 -3.08230  0.09
H -2.09636 5.61338 -3.14540  0.09
H -1.72102 8.64841 -3.03291  0.16
H -1.69636 8.03049 -5.37887  0.14
H -0.90665 6.47068 -5.05385  0.14
C -6.65071 -7.25732 6.26519  -0.02
C -5.51098 -6.41330 6.78862  -0.34
C -5.87786 -4.98510 7.07602  -0.10
O -4.62095 -4.31985 6.93412  0.05
C -3.88937 -5.05897 6.05201  -0.56
O -2.86572 -4.70035 5.56351  0.09
O -4.48911 -6.25250 5.80090  0.08
H -6.27000 -8.15794 5.78062  0.09
H -7.32216 -7.54827 7.07475  0.09
H -7.23186 -6.71636 5.51504  0.09
H -5.05753 -6.89669 7.66068  0.16
H -6.28078 -4.84332 8.07888  0.14
H -6.57343 -4.55795 6.34783  0.14

Values from the calculation:
HOMO energy   -8.25 eV
Structure (SMILES)   C[C@H](I)CN(CCCSC(=S)n1ccnc1)S(=O)(=O)F.C[C@@H]1COC(=O)O1.C[C@@H]1COC(=O)O1.C[C@@H]1COC(=O)O1.C[C@@H]1COC(=O)O1.C[C@@H]1COC(=O)O1
Total charge   0
Calculated total energy   -114440.318 eV

=====

| no. | strongest force on any atom (eV/A) |
| --- | --- |
| 1 | 9.920 |
| 2 | 4.376 |